Record 1
The following is a DFT calculation (ωB97M-V/def2-TZVPD) of the ion C10H22N3 with charge +1 at a distorted geometry.

Structure (ORCA input):
```
! wB97M-V def2-TZVPD RIJCOSX def2/J DEFGRID3
* xyz 1 1
C -0.699 -1.309 1.696
C 0.087 -0.258 0.859
C 1.027 -1.161 0.085
C 1.765 -0.415 -1.060
C 1.017 0.223 -2.270
C -0.064 -0.617 -2.933
C -1.203 -0.954 -1.867
C -1.752 0.163 -1.006
N -0.727 0.583 -0.010
C -1.411 1.382 0.914
N -0.390 2.006 1.778
C 0.850 1.091 1.603
N 1.555 1.052 2.819
H -0.980 -0.909 2.767
H 0.000 -2.186 1.805
H -1.553 -1.654 1.164
H 0.571 -2.119 -0.354
H 1.896 -1.512 0.545
H 2.455 -1.342 -1.466
H 2.493 0.365 -0.818
H 1.649 0.416 -3.079
H 0.655 1.079 -1.791
H -0.600 -0.145 -3.686
H 0.501 -1.468 -3.258
H -2.110 -1.306 -2.285
H -0.691 -1.774 -1.299
H -2.145 0.952 -1.661
H -2.618 -0.334 -0.548
H -1.981 2.151 0.295
H -2.195 0.782 1.426
H -0.041 2.902 1.457
H -0.462 1.840 2.802
H 1.625 1.408 0.978
H 2.430 0.498 2.857
H 1.048 0.569 3.540
*
```

Gap between HOMO and LUMO, eV: 9.6616
Energy relative to the best compared isomer or geometry (same formula, charge and spin), eV: 4.2158
Lowest unoccupied orbital energy, eV: -3.0
Highest occupied orbital energy, eV: -12.69


Record 2
The following is a DFT calculation (ωB97M-V/def2-TZVPD) of a cluster of 6 separate species, C32H73ClNO6 in total at a distorted geometry.

Structure (ORCA input):
```
! wB97M-V def2-TZVPD RIJCOSX def2/J DEFGRID3
* xyz 0 2
C -7.208 0.322 -1.851
C -7.246 -0.947 -0.815
C -6.083 -2.077 -1.048
C -4.570 -1.499 -1.261
C -4.001 -2.148 -2.667
C -3.552 -1.767 0.039
C -2.097 -1.118 -0.475
C -1.010 -0.894 0.723
C -0.644 0.728 0.852
Cl 0.509 1.108 2.260
C -3.259 -3.339 0.341
C -4.067 -4.041 1.552
C -4.999 -5.250 0.866
C -2.971 -4.878 2.501
N -4.874 -3.202 2.469
O -6.197 -3.380 2.410
C -4.434 -1.789 2.663
C -3.185 -1.607 3.761
C -5.721 -1.016 3.408
C -4.160 -0.917 1.298
H -6.593 1.183 -1.298
H -6.636 0.117 -2.852
H -8.284 0.794 -2.033
H -7.266 -0.636 0.329
H -8.288 -1.501 -0.997
H -6.393 -2.715 -2.008
H -6.100 -2.789 -0.122
H -4.528 -0.316 -1.420
H -3.964 -3.337 -2.658
H -3.002 -1.670 -3.053
H -4.821 -1.881 -3.493
H -2.290 -0.143 -1.116
H -1.619 -1.903 -1.237
H 0.008 -1.400 0.360
H -1.268 -1.396 1.746
H -0.099 1.109 -0.138
H -1.655 1.313 0.933
H -3.438 -3.986 -0.646
H -2.091 -3.458 0.559
H -4.198 -6.052 0.489
H -5.570 -4.901 -0.093
H -5.658 -5.817 1.655
H -2.771 -4.360 3.531
H -1.993 -5.167 1.906
H -3.493 -5.920 2.762
H -2.893 -0.486 3.938
H -3.646 -1.996 4.791
H -2.245 -2.248 3.496
H -6.603 -0.798 2.662
H -6.045 -1.615 4.370
H -5.323 0.037 3.777
H -5.209 -0.420 1.016
H -3.484 0.007 1.634
C 3.476 -1.946 4.395
C 4.645 -1.192 3.781
C 5.192 -0.144 4.737
O 4.219 -0.557 2.578
H 2.650 -1.266 4.628
H 3.085 -2.689 3.691
H 3.776 -2.459 5.314
H 5.440 -1.897 3.515
H 4.426 0.601 4.982
H 6.024 0.400 4.278
H 5.543 -0.602 5.667
H 3.513 0.071 2.805
C 0.679 5.319 -0.799
C -0.274 4.302 -1.405
C -0.840 4.793 -2.729
O -1.345 4.058 -0.496
H 0.166 6.265 -0.594
H 1.069 4.958 0.159
H 1.523 5.517 -1.468
H 0.249 3.352 -1.558
H -1.407 5.720 -2.593
H -1.534 4.056 -3.147
H -0.042 4.975 -3.455
H -1.815 4.896 -0.355
C 6.582 3.354 1.625
C 6.063 2.845 0.289
C 4.592 3.180 0.102
O 6.239 1.433 0.222
H 6.041 2.891 2.458
H 7.638 3.096 1.752
H 6.476 4.441 1.701
H 6.648 3.287 -0.525
H 3.981 2.710 0.881
H 4.230 2.797 -0.858
H 4.426 4.261 0.133
H 5.723 1.032 0.942
C -0.531 -4.022 -4.516
C -1.839 -4.092 -5.288
C -1.609 -4.507 -6.732
O -2.473 -2.816 -5.260
H 0.145 -3.280 -4.957
H -0.711 -3.709 -3.482
H -0.026 -4.993 -4.506
H -2.515 -4.804 -4.803
H -0.971 -3.783 -7.252
H -2.557 -4.542 -7.279
H -1.136 -5.493 -6.789
H -1.880 -2.176 -5.688
C 10.759 5.703 0.080
C 9.453 5.091 -0.403
C 9.204 5.403 -1.870
O 8.376 5.601 0.378
H 10.739 6.795 -0.015
H 10.919 5.481 1.140
H 11.610 5.319 -0.491
H 9.479 4.006 -0.256
H 9.129 6.484 -2.033
H 8.255 4.967 -2.200
H 10.008 5.009 -2.499
H 8.345 6.565 0.254
*
```

Gap between HOMO and LUMO (spin up / spin down), eV: 8.9430 / 9.7908
Lowest unoccupied orbital energy (spin up / spin down), eV: 0.5 / 0.2
Expectation value of S²: 0.7547
Highest occupied orbital energy (spin up / spin down), eV: -8.42 / -9.58


Record 3
The following is a DFT calculation (ωB97M-V/def2-TZVPD) of a structure of composition C35H41BCl3KN9OS at a distorted geometry.

Structure (ORCA input):
```
! wB97M-V def2-TZVPD RIJCOSX def2/J DEFGRID3
* xyz -1 1
K -0.899 1.912 -1.492
C 4.034 2.023 -0.645
C 2.674 2.283 -1.295
C 2.838 2.904 -2.686
C 1.838 3.153 -0.402
C 2.048 4.508 -0.075
C 1.014 4.811 0.783
N 0.253 3.709 0.941
N 0.757 2.687 0.218
B -1.045 3.655 1.793
N -1.117 2.485 2.795
C -1.332 2.679 4.114
C -1.488 1.451 4.711
C -1.341 0.535 3.651
N -1.103 1.168 2.505
C -1.509 -0.958 3.682
C -2.748 -1.362 2.874
C -1.597 -1.479 5.113
N -2.291 3.682 0.868
C -3.122 4.729 0.695
C -4.092 4.366 -0.214
C -3.764 3.039 -0.561
N -2.681 2.645 0.100
C -4.473 2.117 -1.511
C -5.824 1.685 -0.934
C -4.632 2.757 -2.894
H 4.635 1.342 -1.258
H 3.906 1.593 0.349
H 4.587 2.960 -0.533
H 2.148 1.328 -1.405
H 3.361 3.862 -2.619
H 1.862 3.071 -3.148
H 3.419 2.244 -3.338
H 2.832 5.168 -0.411
H 0.774 5.735 1.286
H -1.074 4.664 2.453
H -1.384 3.672 4.533
H -1.685 1.250 5.753
H -0.632 -1.406 3.205
H -3.638 -0.894 3.305
H -2.891 -2.449 2.876
H -2.650 -1.019 1.843
H -2.485 -1.079 5.612
H -0.717 -1.184 5.691
H -1.667 -2.567 5.122
H -2.973 5.658 1.225
H -4.911 4.970 -0.572
H -3.849 1.224 -1.618
H -6.467 2.555 -0.773
H -5.688 1.183 0.026
H -6.336 1.001 -1.617
H -5.247 3.660 -2.836
H -5.113 2.061 -3.586
H -3.655 3.029 -3.302
N -0.820 2.859 -3.768
C -0.776 1.725 -4.042
Cl 4.919 -0.527 2.968
C 4.001 -1.720 2.116
C 3.948 -1.701 0.733
C 3.205 -2.663 0.070
C 2.500 -3.646 0.753
C 1.682 -4.700 0.030
C 0.158 -4.537 0.215
N -0.473 -3.393 -0.421
C -1.502 -3.515 -1.327
C -1.788 -2.253 -1.747
N -0.986 -1.349 -1.100
C -0.220 -2.053 -0.302
O 2.095 -4.917 -1.306
C 1.629 -4.065 -2.363
C 2.735 -3.801 -3.342
C 3.454 -4.757 -3.992
Cl 3.246 -6.453 -3.879
S 4.643 -4.088 -5.043
C 4.167 -2.492 -4.625
C 3.152 -2.491 -3.726
C 2.634 -3.672 2.143
Cl 2.000 -4.994 3.081
C 3.356 -2.711 2.830
H 4.478 -0.944 0.176
H 3.183 -2.647 -1.011
H 1.914 -5.647 0.518
H -0.055 -4.537 1.281
H -0.306 -5.422 -0.216
H -1.901 -4.479 -1.600
H -2.517 -1.931 -2.476
H 0.538 -1.640 0.348
H 1.273 -3.108 -1.993
H 0.795 -4.560 -2.867
H 4.664 -1.649 -5.081
H 2.693 -1.585 -3.346
H 3.423 -2.748 3.909
*
```

Gap between HOMO and LUMO, eV: 7.7422
Energy relative to the best compared isomer or geometry (same formula, charge and spin), eV: 1.5186
Lowest unoccupied orbital energy, eV: 1.9
Highest occupied orbital energy, eV: -5.84


Record 4
The following is a DFT calculation (ωB97M-V/def2-TZVPD) of the molecule C5H11NO at a distorted geometry.

Structure (ORCA input):
```
! wB97M-V def2-TZVPD RIJCOSX def2/J DEFGRID3
* xyz 0 1
C -2.053 2.119 0.485
N -1.148 1.069 -0.507
C -0.126 0.364 0.209
O 0.156 0.578 1.370
C 0.562 -0.819 -0.532
C 2.074 -0.547 -0.575
C 0.243 -2.122 0.224
H -3.070 2.046 0.106
H -1.803 3.217 0.504
H -1.892 1.748 1.481
H -0.993 2.045 -0.693
H 0.190 -0.914 -1.560
H 2.467 -0.412 0.438
H 2.288 0.363 -1.146
H 2.615 -1.375 -1.048
H 0.776 -2.971 -0.222
H 0.543 -2.043 1.274
H -0.828 -2.347 0.192
*
```

Gap between HOMO and LUMO, eV: 10.7017
Energy relative to the best compared isomer or geometry (same formula, charge and spin), eV: 2.4671
Lowest unoccupied orbital energy, eV: 1.0
Highest occupied orbital energy, eV: -9.71


Number 1: total energy -15187.5748 eV. Number 2: total energy -60656.3398 eV. Number 3: total energy -117827.3157 eV. Number 4: total energy -8899.2303 eV.